[1]
A cluster of 2 separate species, C4H11NO2S in total. Source: OMol25; level of theory: ωB97M-V/def2-TZVPD.

Structure (ORCA input):
```
! RIJCOSX wB97M-V def2-TZVPD def2/J DEFGRID3
* xyz 1 2
O -1.86 0.17 -0.34
C -1.66 0.90 0.59
N -0.89 0.46 1.64
C 0.09 -0.55 1.27
C 0.99 -0.23 0.08
S 0.56 -1.24 -1.51
C 0.82 -0.84 2.58
H -2.20 1.88 0.69
H -0.67 1.04 2.55
H -0.65 -1.40 1.00
H 1.02 0.85 -0.18
H 2.00 -0.56 0.32
H -0.70 -1.80 -1.15
H 0.36 -0.72 3.57
H 1.73 -0.20 2.81
H 1.37 -1.79 2.34
H 0.78 1.98 -1.53
H 1.21 1.64 -2.97
O 0.83 2.35 -2.40
*
```

Results
* LUMO energy (alpha / beta): -4.142 / -8.917 eV
* energy: -20736.3715 eV
* frontier orbital gap (alpha / beta): 10.3923 / 5.3603 eV
* ΔE to the lowest compared entry with this formula, charge and spin: 204.67 kJ/mol

Need the Mulliken charges? In units of e they are: O -0.443; C -0.064; N -0.229; C 0.398; C -0.534; S 0.254; C -1.642; H 0.406; H 0.312; H 0.306; H 0.221; H 0.481; H 0.312; H 0.436; H 0.403; H 0.346; H 0.327; H 0.321; O -0.609

[2]
A cluster of 2 separate species, C4H11NO2Si in total. Source: OMol25; level of theory: ωB97M-V/def2-TZVPD.

Structure (ORCA input):
```
! RIJCOSX wB97M-V def2-TZVPD def2/J DEFGRID3
* xyz 0 1
C -2.18 -0.08 1.02
C -0.22 1.67 -0.64
C -0.24 -1.39 -1.04
C 1.00 -0.04 1.33
N 2.45 -0.15 -0.29
O 2.71 0.75 -1.04
O 2.91 -1.28 -0.21
Si -0.50 -0.03 0.22
H -3.03 0.13 0.36
H -2.43 -1.23 1.35
H -2.00 0.68 1.83
H 0.21 2.52 0.00
H 0.44 1.54 -1.50
H -1.21 1.97 -1.07
H -1.10 -1.63 -1.70
H 0.50 -1.00 -1.72
H 0.15 -2.29 -0.52
H 1.23 0.80 1.83
H 1.31 -0.93 1.79
*
```

Results
* LUMO energy (alpha / beta): -0.742 / -0.743 eV
* energy: -17784.6305 eV
* frontier orbital gap (alpha / beta): 8.7730 / 8.7706 eV
* ΔE to the lowest compared entry with this formula, charge and spin: 440.12 kJ/mol

Need the Mulliken charges? In units of e they are: C -0.934; C -1.024; C -1.011; C -0.588; N 0.577; O -0.450; O -0.444; Si 0.415; H 0.334; H 0.231; H 0.222; H 0.294; H 0.319; H 0.297; H 0.334; H 0.338; H 0.305; H 0.430; H 0.356